{
  "formula": "C9H13NO2",
  "method": "ωB97M-V/def2-TZVPD",
  "lumo_ev": 0.64,
  "smiles": "Cc1ccc(O)cc1.CC(N)=O",
  "max_force_ev_per_a": 3.60,
  "e_above_lowest_kcal_mol": 43.2,
  "symbols": ["C", "C", "C", "C", "C", "O", "C", "C", "H", "H", "H", "H", "H", "H", "H", "H", "C", "C", "N", "O", "H", "H", "H", "H", "H"],
  "xyz": [[-0.708, -1.982, -1.809], [0.155, -0.981, -1.209], [-0.139, 0.321, -1.804], [0.553, 1.416, -1.419], [1.590, 1.235, -0.518], [2.301, 2.400, -0.155], [1.924, 0.031, 0.034], [1.209, -1.131, -0.307], [-0.366, -3.005, -1.681], [-0.975, -1.692, -2.793], [-1.634, -1.974, -1.231], [-1.179, 0.494, -2.145], [0.323, 2.287, -2.104], [3.263, 2.317, -0.401], [2.527, 0.092, 0.967], [1.676, -2.137, 0.022], [-0.255, 0.609, 2.428], [-1.720, 0.686, 1.795], [-2.009, -0.513, 1.141], [-2.398, 1.660, 1.902], [-0.133, 1.186, 3.319], [0.304, 1.050, 1.633], [-0.044, -0.445, 2.517], [-2.951, -0.709, 0.899], [-1.315, -1.216, 0.920]],
  "forces_ev_per_a": [[-1.0, -1.8, 1.7], [1.0, 2.2, -1.1], [-1.3, -1.9, 2.8], [0.1, 0.9, -2.2], [1.4, 2.0, -0.2], [1.0, -0.5, -0.4], [-0.3, 0.0, 1.6], [0.8, -1.0, -0.7], [0.3, -0.1, -0.5], [-0.1, -0.3, -1.0], [-0.4, 0.0, -0.1], [1.0, -0.5, -0.8], [0.6, -0.3, 1.8], [-1.6, -0.1, 0.4], [0.1, -0.4, -1.2], [-1.4, 1.6, -0.4], [-2.3, -0.2, -1.6], [2.9, -1.8, 1.1], [-0.1, 0.9, 0.4], [-1.3, 0.4, -0.3], [-0.2, 0.2, 0.5], [0.9, 0.2, -0.2], [0.6, -0.1, 0.4], [-0.6, 0.0, -0.4], [-0.1, 0.5, 0.4]]
}